Entry 1:
{
  "formula": "C8H9N2PS2",
  "method": "wB97M-V/def2-TZVPD",
  "elements": ["S", "S", "P", "N", "N", "C", "C", "C", "C", "C", "C", "C", "C", "H", "H", "H", "H", "H", "H", "H", "H", "H"],
  "xyz": [[-2.412, -0.354, -1.647], [3.644, -0.280, 0.448], [-1.228, -0.415, 1.284], [3.433, -0.239, -1.129], [2.126, -0.294, 0.962], [1.345, -0.288, -0.125], [-0.092, -0.316, -0.169], [2.115, -0.264, -1.337], [0.135, -0.323, -2.623], [-2.050, 1.246, 1.183], [-0.643, -0.353, -1.421], [-0.194, -0.124, 2.769], [1.482, -0.272, -2.602], [-0.902, 0.094, 3.571], [-1.585, 1.871, 0.424], [0.487, 0.714, 2.679], [-3.096, 1.099, 0.931], [2.064, -0.253, -3.511], [0.355, -1.019, 3.047], [-2.633, -1.633, -1.319], [-0.401, -0.338, -3.560], [-1.951, 1.741, 2.145]],
  "forces_ev_per_a": [[-0.2, 0.1, -0.2], [-0.1, 0.1, 0.3], [-0.1, -0.1, 0.0], [0.1, -0.1, -0.2], [0.1, -0.1, 0.0], [0.0, -0.1, -0.2], [0.1, 0.1, 0.3], [-0.1, 0.1, 0.0], [-0.3, 0.0, 0.1], [0.1, -0.1, -0.1], [0.0, 0.0, -0.2], [0.0, 0.0, 0.0], [0.2, 0.0, -0.1], [-0.1, -0.1, 0.0], [0.0, 0.1, 0.0], [0.1, 0.1, 0.0], [-0.1, 0.2, 0.0], [0.1, 0.0, 0.0], [0.1, 0.0, 0.0], [0.1, -0.1, 0.1], [0.0, 0.0, -0.1], [-0.1, 0.0, 0.1]],
  "de_lowest_kcal_mol": 0.0
}

=====

Entry 2:
{
  "formula": "C40H73BFN2O14",
  "method": "wB97M-V/def2-TZVPD",
  "elements": ["F", "O", "O", "O", "O", "O", "O", "O", "O", "O", "O", "O", "O", "O", "O", "N", "N", "C", "C", "C", "C", "C", "C", "C", "C", "C", "C", "C", "C", "C", "C", "C", "C", "C", "C", "C", "C", "C", "C", "C", "C", "C", "C", "C", "C", "C", "C", "C", "C", "C", "C", "C", "C", "C", "C", "C", "C", "B", "H", "H", "H", "H", "H", "H", "H", "H", "H", "H", "H", "H", "H", "H", "H", "H", "H", "H", "H", "H", "H", "H", "H", "H", "H", "H", "H", "H", "H", "H", "H", "H", "H", "H", "H", "H", "H", "H", "H", "H", "H", "H", "H", "H", "H", "H", "H", "H", "H", "H", "H", "H", "H", "H", "H", "H", "H", "H", "H", "H", "H", "H", "H", "H", "H", "H", "H", "H", "H", "H", "H", "H", "H"],
  "xyz": [[4.083, -6.113, 0.356], [-11.516, 3.249, 2.118], [-5.892, 3.120, -1.650], [7.376, -4.486, 0.005], [3.800, -1.357, 6.902], [-9.555, 1.795, 3.775], [7.013, 0.231, 6.016], [1.315, 3.156, -7.776], [-1.066, 1.068, -3.755], [1.850, 3.805, -10.603], [8.282, -2.558, 0.982], [2.378, -1.956, 5.148], [5.998, -7.174, 0.108], [-7.273, 4.296, 0.675], [-3.038, 2.512, -5.405], [5.243, -2.051, 1.890], [3.376, -7.086, 5.507], [1.405, 0.465, -1.217], [4.788, -0.689, 6.124], [-12.404, 3.282, 3.223], [1.503, 4.748, -9.600], [-10.213, 3.717, 2.446], [3.477, -0.550, 2.808], [-7.303, 3.172, -1.475], [2.054, -0.515, 2.099], [2.480, -6.242, 2.912], [2.090, 1.977, -7.918], [5.871, -5.792, 2.081], [-10.207, 0.578, 3.458], [-1.731, 2.977, -5.100], [2.459, -7.781, 4.839], [5.508, -0.465, 0.044], [-1.727, -0.150, -4.055], [-3.912, 2.562, -4.289], [3.465, -5.518, 3.632], [4.133, -1.907, 2.619], [5.855, -0.887, 1.246], [0.759, 2.983, -10.985], [-0.764, 1.826, -4.924], [2.273, -2.912, 4.108], [5.854, -3.260, 1.707], [1.821, 0.806, 1.302], [2.029, -7.378, 3.574], [5.289, -4.390, 2.262], [-6.133, 5.099, 0.931], [5.350, -6.426, 0.777], [3.527, -3.023, 3.233], [3.208, -2.414, 6.206], [-7.716, 4.389, -0.674], [4.090, -4.290, 3.041], [-9.242, 2.569, 2.622], [8.683, -5.089, 0.237], [-5.272, 2.184, -0.787], [0.737, 0.512, 0.196], [2.002, 4.314, -8.237], [3.837, -6.021, 4.876], [6.101, -0.457, 6.888], [7.215, -3.427, 0.865], [1.289, -8.005, 3.065], [4.014, -3.100, 5.878], [2.031, -1.384, 1.418], [-9.876, 4.336, 1.610], [-5.594, 2.314, 0.249], [2.457, 0.794, -1.198], [-10.569, 0.138, 4.386], [-4.819, 2.016, -4.546], [6.559, -1.401, 7.214], [0.244, 2.233, -4.788], [2.566, -2.918, 6.950], [-13.305, 2.735, 2.946], [2.792, 1.093, 0.873], [0.422, 4.919, -9.581], [9.452, -4.651, -0.408], [8.605, -6.163, 0.001], [0.300, -0.469, 0.436], [-1.401, 3.584, -5.949], [2.037, -8.695, 5.263], [0.853, 1.134, -1.889], [4.619, -5.454, 5.405], [1.385, -0.580, -1.565], [-2.082, -0.580, -3.118], [5.951, 0.220, 7.748], [5.624, -6.461, 2.919], [6.630, -0.379, 1.828], [4.388, 0.285, 5.778], [-10.238, 4.345, 3.342], [1.438, 1.544, 2.021], [-4.194, 2.340, -0.840], [-2.582, 0.008, -4.715], [-11.056, 0.737, 2.790], [-8.810, 4.436, -0.648], [2.908, 1.979, -7.188], [-5.752, 4.838, 1.918], [3.083, 4.144, -8.256], [-4.181, 3.598, -4.064], [6.499, 0.816, 5.446], [6.212, 0.166, -0.510], [-7.350, 5.306, -1.143], [-11.968, 2.811, 4.107], [-6.412, 6.158, 0.933], [4.542, -0.646, -0.436], [-3.465, 2.098, -3.405], [1.317, -0.603, 2.908], [-12.680, 4.316, 3.455], [8.975, -5.044, 1.300], [1.147, 2.174, -11.602], [1.961, -3.872, 4.546], [0.041, 3.560, -11.576], [4.052, 0.264, 2.343], [1.988, 5.692, -9.867], [-5.345, 4.929, 0.194], [-7.747, 3.241, -2.473], [-9.216, 1.941, 1.725], [3.395, -0.289, 3.870], [-1.027, -0.853, -4.520], [0.255, 2.550, -10.117], [-1.741, 3.617, -4.212], [-0.050, 1.270, 0.295], [2.499, 1.880, -8.926], [-9.499, -0.118, 2.994], [1.798, 5.113, -7.518], [6.960, -5.818, 1.985], [4.998, -1.304, 5.228], [1.450, -2.598, 3.446], [-5.495, 1.163, -1.116], [1.447, 1.120, -7.717], [2.134, -5.944, 1.924], [8.187, -2.074, 1.814], [-7.671, 2.254, -1.007], [-0.752, 1.188, -5.812], [-8.240, 2.978, 2.774]],
  "forces_ev_per_a": [[0.7, 0.3, 0.8], [0.0, 0.0, 0.3], [0.0, -0.1, 0.2], [0.1, 0.4, 1.4], [0.0, 0.0, -0.6], [-0.2, -0.1, -0.2], [-0.1, -0.6, -0.2], [0.2, -0.2, -0.1], [-0.1, -0.1, -0.1], [-0.2, -0.1, 0.1], [-1.0, -0.4, 1.1], [0.7, 0.0, -0.4], [-0.9, 0.9, 1.0], [0.2, 0.1, -0.2], [0.1, -0.1, 0.3], [-0.3, 0.5, 0.1], [-0.4, -0.4, -0.2], [-0.6, -0.1, 0.5], [0.1, -0.1, 0.0], [-0.1, 0.0, -0.1], [0.4, 0.0, -0.2], [-0.1, -0.1, -0.5], [-0.2, 0.6, -0.8], [0.1, 0.3, -0.4], [1.1, 0.3, 0.5], [0.9, 0.1, 1.4], [-0.1, 0.0, 0.1], [-0.5, 0.3, -0.8], [0.1, 0.0, 0.1], [-0.1, -0.1, -0.5], [-0.1, 0.3, -0.6], [-0.1, 0.3, -0.3], [0.1, 0.0, 0.1], [-0.1, 0.0, -0.1], [-0.9, -0.5, -0.9], [-1.2, 0.7, 1.2], [0.4, 0.2, -0.1], [0.1, 0.0, -0.1], [0.2, 0.3, 0.4], [-0.5, 0.4, -0.3], [0.2, -0.8, -0.4], [-0.8, -1.4, 0.4], [-1.1, -0.6, -1.0], [-0.6, -0.6, 0.9], [-0.1, 0.0, 0.1], [1.2, -1.4, -1.1], [0.3, -1.1, 0.3], [-0.2, -0.1, 1.5], [-0.3, -0.3, 0.3], [0.5, 0.6, -0.2], [0.2, 0.2, 0.5], [0.2, -1.1, -0.5], [0.1, 0.0, -0.1], [1.3, 0.4, 0.5], [-0.4, 0.1, 0.2], [1.3, 1.4, 0.4], [-0.2, 0.9, -0.1], [0.7, 0.3, -1.2], [0.2, 0.2, 0.2], [-0.4, 0.1, -0.4], [-0.4, 0.3, 0.2], [0.1, 0.0, 0.1], [0.0, 0.0, 0.0], [-0.4, 0.0, 0.1], [0.1, 0.0, 0.0], [0.0, 0.0, -0.1], [-0.1, 0.3, -0.1], [0.0, 0.0, -0.1], [0.3, 0.0, -0.3], [0.0, 0.0, -0.1], [-0.5, 0.3, 0.0], [0.0, -0.1, 0.1], [-0.3, 0.1, 0.3], [-0.2, 0.5, -0.1], [-0.1, 0.4, -0.2], [0.1, 0.0, 0.0], [0.3, 0.4, 0.1], [0.2, -0.5, -0.2], [-0.3, -0.3, 0.0], [0.0, 0.5, -0.3], [0.0, 0.0, 0.0], [-0.2, -0.7, 0.0], [-0.1, 0.3, -0.3], [0.1, -0.6, -0.3], [0.1, -0.3, 0.2], [0.0, -0.1, 0.0], [0.5, 0.1, -0.4], [0.0, 0.0, -0.1], [0.0, 0.0, 0.0], [0.0, 0.0, 0.0], [0.0, 0.0, -0.1], [0.1, -0.1, -0.1], [-0.1, 0.0, 0.0], [0.0, 0.0, -0.1], [0.0, 0.0, 0.1], [0.1, 0.1, 0.2], [-0.5, 0.3, 0.5], [0.1, 0.0, 0.0], [0.0, 0.0, 0.0], [0.1, 0.0, 0.0], [0.5, -0.7, 0.0], [0.0, 0.0, 0.0], [-0.1, -0.2, -0.6], [0.0, 0.0, 0.1], [0.0, 0.3, -0.4], [0.1, 0.1, 0.0], [0.4, 0.1, -0.4], [-0.1, -0.1, 0.0], [0.1, -0.5, 0.2], [0.0, 0.0, 0.0], [0.0, 0.0, 0.0], [0.0, 0.0, 0.0], [-0.1, 0.0, 0.0], [-0.1, -0.4, -0.3], [-0.1, 0.0, -0.1], [0.0, 0.0, 0.0], [0.0, -0.1, 0.0], [0.2, -0.2, -0.4], [0.0, 0.0, 0.0], [-0.1, 0.0, -0.1], [0.0, 0.0, 0.0], [-0.3, 0.1, 0.0], [0.2, 0.3, 0.2], [0.2, 0.0, 0.4], [0.0, 0.0, 0.1], [-0.1, 0.1, 0.0], [0.0, -0.1, 0.3], [0.4, 0.3, -0.3], [0.0, 0.0, 0.1], [-0.1, 0.0, 0.0], [0.0, 0.0, -0.1]],
  "total_charge": 1
}

=====

no.,HOMO energy (eV),total energy (eV)
1,-8.171,-42381.158
2,-10.037,-77691.753